Computed, not measured: a 22-piece molecular cluster, C36H72Cl42NO4 overall at a distorted geometry, with wB97M-V/def2-TZVPD.

Each line ends with the Löwdin charge.
Geometry (Å):
C -6.7385 -1.4415 -0.5558  -0.11
C -5.9537 -0.1289 -0.3902  -0.26
C -5.2761 -0.1678 0.9574  -0.24
O -4.7737 1.1034 1.3439  -0.12
C -4.7677 1.3542 2.7177  -0.15
C -3.6227 0.6678 3.4708  -0.28
C -3.9702 -0.7756 3.8974  -0.02
N -2.7859 -1.7087 4.0067  -0.07
C -3.2546 -3.1441 4.0123  -0.10
C -3.1339 -3.8731 2.6705  -0.16
C -1.8443 -4.7110 2.5400  -0.20
C -1.1197 -4.5397 1.2083  -0.16
C 0.2579 -5.2054 1.3141  -0.17
O 0.6880 -5.6992 0.0386  -0.05
C 1.8463 -5.1062 -0.4099  -0.48
C 1.7349 -4.4778 -1.7740  -0.01
O 2.8771 -5.1131 0.2371  0.12
C -1.7126 -1.3953 3.0312  -0.08
C -1.3800 0.0767 3.2148  -0.15
O -2.4666 0.7948 2.6768  -0.07
H -6.1589 -2.2370 -0.0808  0.07
H -6.9239 -1.6845 -1.5946  0.08
H -7.6666 -1.3827 0.0082  0.05
H -5.2328 -0.0780 -1.2028  0.09
H -6.6158 0.7267 -0.4056  0.03
H -6.0227 -0.4985 1.6947  0.12
H -4.4636 -0.9069 0.9894  0.11
H -5.7330 1.1308 3.1849  0.14
H -4.5946 2.4239 2.8153  0.14
H -3.4616 1.2523 4.3852  0.16
H -4.7159 -1.2593 3.2768  0.12
H -4.3932 -0.7193 4.8984  0.15
H -2.3778 -1.5494 4.9262  0.08
H -2.6663 -3.6717 4.7598  0.13
H -4.2858 -3.1953 4.3481  0.13
H -3.2735 -3.2131 1.8173  0.11
H -3.9731 -4.5644 2.6421  0.12
H -1.1518 -4.5175 3.3617  0.11
H -2.1156 -5.7620 2.6300  0.12
H -1.6378 -5.0339 0.3901  0.13
H -0.9578 -3.4828 0.9980  0.11
H 0.9670 -4.4806 1.7104  0.13
H 0.2348 -6.0460 2.0064  0.13
H 0.8997 -4.9152 -2.3084  0.06
H 1.5907 -3.4095 -1.6277  0.08
H 2.6540 -4.6368 -2.3249  0.06
H -0.8538 -2.0328 3.2254  0.13
H -2.0635 -1.4957 2.0112  0.13
H -1.3125 0.3182 4.2828  0.12
H -0.4731 0.3318 2.6805  0.15
C 2.8135 -5.6663 -5.2279  -0.99
Cl 4.2365 -4.9232 -5.9598  0.53
Cl 1.5030 -4.4907 -5.0493  0.53
H 2.4723 -6.4853 -5.8496  0.03
H 3.0869 -6.0283 -4.2426  0.02
C 4.5139 -2.3702 -3.2168  -1.01
Cl 5.9415 -1.5878 -3.8996  0.54
Cl 3.1224 -1.2728 -3.1612  0.52
H 4.2591 -3.2174 -3.8427  -0.04
H 4.7413 -2.6928 -2.2068  0.03
C -0.0133 -1.9007 7.3708  -0.96
Cl -1.6206 -1.1368 7.3068  0.57
Cl 0.9920 -1.3760 6.0248  0.52
H 0.4615 -1.6188 8.3006  -0.01
H -0.1403 -2.9752 7.3158  0.03
C -4.9884 2.9341 -3.0770  -1.01
Cl -5.4619 3.1538 -1.3877  0.57
Cl -5.8293 1.5536 -3.8059  0.55
H -5.2422 3.8283 -3.6329  0.02
H -3.9250 2.7518 -3.1189  -0.03
C 5.6584 0.7374 -1.1475  -1.05
Cl 5.9000 0.6242 0.6011  0.50
Cl 5.8656 2.3933 -1.7301  0.52
H 6.3832 0.1035 -1.6418  -0.01
H 4.6522 0.4119 -1.3817  -0.02
C 7.6258 5.6980 -0.3203  -1.03
Cl 9.3014 5.7819 0.2449  0.53
Cl 7.1437 7.1789 -1.1523  0.51
H 7.5314 4.8669 -1.0081  -0.01
H 6.9790 5.5540 0.5364  0.03
C 3.9514 0.1115 8.9026  -1.00
Cl 3.8906 -0.2928 7.1816  0.49
Cl 2.6049 -0.5768 9.8260  0.52
H 4.8743 -0.2783 9.3137  0.03
H 3.9161 1.1891 9.0041  0.03
C -5.6194 0.0181 -7.2465  -1.08
Cl -6.6741 0.4761 -8.5899  0.55
Cl -6.0252 -1.5775 -6.6012  0.51
H -4.5980 -0.0014 -7.6031  0.00
H -5.7301 0.7490 -6.4571  -0.06
C 4.6717 -1.7721 -8.8459  -1.01
Cl 4.4025 -1.4800 -7.1245  0.48
Cl 3.9615 -3.3143 -9.3378  0.49
H 4.2090 -0.9727 -9.4116  0.03
H 5.7376 -1.8032 -9.0354  0.03
C -2.1993 2.9361 -6.4016  -0.97
Cl -3.7579 2.7476 -7.2095  0.57
Cl -2.3353 3.9326 -4.9422  0.56
H -1.8319 1.9580 -6.1158  0.03
H -1.5071 3.4187 -7.0816  0.01
C -0.5506 -8.5510 -0.7013  -1.04
Cl -0.5041 -8.7050 -2.4607  0.52
Cl -1.9197 -9.4230 0.0047  0.51
H 0.3674 -8.9555 -0.2921  0.03
H -0.6427 -7.5036 -0.4525  -0.01
C -3.5683 -0.3428 10.3748  -1.04
Cl -2.4954 0.2058 11.6613  0.53
Cl -4.8314 0.8392 9.9988  0.53
H -2.9839 -0.4852 9.4750  -0.06
H -4.0409 -1.2675 10.6835  0.03
C 0.4851 6.0789 -5.0264  -1.05
Cl 0.8730 5.4072 -6.6165  0.51
Cl 1.6944 7.2509 -4.4945  0.53
H -0.4754 6.5757 -5.0867  0.02
H 0.4489 5.2686 -4.3090  0.01
C 1.0194 -5.7108 -10.5882  -1.04
Cl 0.7812 -5.3895 -8.8647  0.48
Cl 0.2949 -7.2434 -11.0822  0.51
H 0.5577 -4.9105 -11.1531  0.03
H 2.0837 -5.7508 -10.7869  0.02
C -9.1947 2.3484 -1.6239  -1.03
Cl -9.3003 0.9077 -0.5955  0.55
Cl -10.7340 2.7160 -2.4017  0.53
H -8.9054 3.1901 -1.0063  0.02
H -8.4503 2.1661 -2.3903  -0.01
C 10.8777 3.3955 2.7922  -1.01
Cl 10.4986 3.7299 4.4936  0.53
Cl 10.2161 1.8456 2.2722  0.52
H 10.4448 4.1826 2.1869  -0.03
H 11.9544 3.3715 2.6759  -0.02
C 9.7272 3.5519 8.3812  -1.03
Cl 10.8559 2.7243 9.4580  0.51
Cl 8.0747 2.9488 8.5683  0.49
H 9.7380 4.6100 8.6126  0.03
H 10.0414 3.3847 7.3583  -0.02
C -9.3626 2.0346 -10.5192  -1.04
Cl -9.0463 1.8725 -12.2502  0.50
Cl -10.8825 1.2673 -10.0476  0.50
H -8.5560 1.5576 -9.9766  -0.06
H -9.4164 3.0884 -10.2745  0.03
C 14.0678 3.8001 5.2820  -1.03
Cl 14.4913 3.0829 3.7183  0.52
Cl 15.0762 5.2001 5.6580  0.51
H 13.0325 4.1162 5.2452  -0.04
H 14.2104 3.0519 6.0525  0.03
C -6.6284 3.7879 8.8301  -1.05
Cl -8.3368 4.1473 9.0799  0.52
Cl -6.1200 4.1043 7.1629  0.48
H -6.0396 4.4085 9.4944  0.03
H -6.4610 2.7390 9.0378  -0.05
C 3.9233 10.1641 -5.2088  -1.05
Cl 2.3684 10.9987 -5.3113  0.49
Cl 5.0602 10.7257 -6.4383  0.51
H 4.3510 10.3518 -4.2313  0.02
H 3.7551 9.1039 -5.3545  -0.02

Results
energy: -574114.9001 eV
net charge: +1
Kohn-Sham gap: 9.355 eV
E_LUMO: -2.4 eV